No. 1
ORCA calculation (wB97M-V/def2-TZVPD) on a molecular structure, C37H28F3N2O6P2S2SeTc.

Spin multiplicity = 2
<S²> = 0.76
HOMO-LUMO gap (spin up / spin down) = 7.3 / 6.8 eV
Total charge = -1

Geometry as XYZ:
```
82
Properties=species:S:1:pos:R:3:forces:R:3
Tc 0.53335 -0.40022 -1.30212 0.10 0.21 0.19
N -1.32813 0.78993 0.97466 0.05 0.04 0.02
P -1.28215 -0.76328 0.22945 0.04 -0.19 0.06
C -1.06491 -1.86379 1.66317 -0.11 0.04 -0.03
C -2.12885 -2.09332 2.53277 0.00 0.02 0.01
C -1.93722 -2.83315 3.68801 0.01 -0.01 0.02
C -0.67895 -3.34381 3.98164 0.01 -0.01 0.01
C 0.38346 -3.11662 3.11996 0.00 -0.01 0.01
C 0.19164 -2.37945 1.96038 0.05 0.00 -0.01
C -2.89568 -1.20934 -0.43362 0.01 0.08 -0.02
C -3.17530 -2.56952 -0.57685 0.05 -0.03 0.00
C -4.34483 -2.97521 -1.19782 -0.02 0.00 -0.02
C -5.24325 -2.02566 -1.66745 -0.01 -0.01 0.01
C -4.96837 -0.67408 -1.51968 -0.02 0.00 -0.01
C -3.79173 -0.25696 -0.91333 0.02 0.03 -0.02
P 0.36457 1.16454 0.79407 -0.16 -0.05 -0.07
C 1.02535 0.60247 2.40603 -0.10 0.01 0.04
C 2.35647 0.24283 2.56955 0.08 -0.01 -0.03
C 2.82491 -0.15737 3.81421 0.02 -0.01 0.02
C 1.96689 -0.20427 4.90098 0.01 -0.01 0.00
C 0.63668 0.16419 4.74421 -0.02 0.01 0.01
C 0.16900 0.57036 3.50650 0.03 0.00 0.03
C 0.51158 2.95641 1.03691 0.12 -0.04 -0.08
C 1.80868 3.45418 1.11970 0.06 -0.02 -0.04
C 2.02270 4.80464 1.33355 -0.03 0.02 0.01
C 0.93914 5.66116 1.47661 0.02 0.01 -0.01
C -0.35168 5.16338 1.39148 -0.01 0.02 0.01
C -0.57222 3.81300 1.16577 -0.07 -0.02 0.01
H -1.89112 1.45316 0.41914 -0.03 0.01 0.01
H -3.10794 -1.68652 2.30697 0.01 0.00 0.00
H -2.76669 -3.00901 4.36172 0.00 0.00 0.00
H -0.52805 -3.91734 4.88821 0.00 0.00 -0.01
H 1.36850 -3.50159 3.35048 0.00 0.00 0.00
H 1.03389 -2.17865 1.30632 0.00 0.00 -0.01
H -2.47034 -3.30908 -0.21543 -0.01 0.01 -0.01
H -4.54854 -4.03175 -1.31921 0.00 0.01 0.00
H -6.15867 -2.34128 -2.15333 0.01 0.00 0.00
H -5.66182 0.06668 -1.89686 0.01 0.01 0.01
H -3.56568 0.80223 -0.85060 -0.01 -0.02 0.01
H 3.04635 0.25451 1.73919 -0.04 0.01 0.01
H 3.86314 -0.44544 3.92268 -0.01 0.00 -0.01
H 2.33156 -0.53045 5.86749 -0.01 0.00 0.00
H -0.04374 0.12803 5.58617 0.01 0.00 0.01
H -0.87106 0.83993 3.37859 0.00 0.00 -0.01
H 2.66036 2.79136 1.00154 -0.04 0.03 0.00
H 3.03524 5.18642 1.37783 0.00 -0.01 0.00
H 1.10243 6.71968 1.63953 0.00 -0.01 0.00
H -1.20037 5.82997 1.47826 0.01 0.00 0.00
H -1.58530 3.45821 1.04201 0.02 -0.02 0.01
F -1.58376 -5.62199 -4.41511 -0.01 0.00 -0.02
C -1.02975 -4.94009 -3.39188 0.03 0.01 -0.01
F -1.79298 -5.18866 -2.30939 -0.01 0.00 0.03
F 0.16860 -5.49935 -3.15547 0.00 0.01 0.00
C -0.92886 -3.47687 -3.69035 -0.01 -0.05 0.00
C -1.47654 -2.93257 -4.83745 -0.01 0.00 -0.02
C -1.42066 -1.56222 -5.06106 0.00 0.01 0.03
C -0.81482 -0.75582 -4.11634 -0.01 -0.05 -0.01
N -0.26679 -1.29791 -3.02758 -0.10 -0.01 -0.18
C -0.31170 -2.61361 -2.78176 0.02 0.08 0.04
S 0.43415 -2.86762 -1.25117 -0.01 -0.10 -0.02
H -1.96215 -3.58239 -5.55307 0.00 0.00 0.01
H -1.86104 -1.12098 -5.94250 0.01 0.01 0.01
H -0.78693 0.32536 -4.19098 -0.02 -0.01 -0.03
O 4.45438 -1.14688 0.02581 -0.08 0.03 -0.03
C 3.51277 -0.50588 -0.41687 0.04 -0.03 0.01
O 2.30434 -0.99918 -0.43456 0.06 0.05 0.04
C 3.73898 0.93265 -0.81909 -0.05 -0.05 0.00
C 4.75887 1.60544 -0.14736 0.04 0.03 0.02
C 5.03369 2.93712 -0.40724 0.01 -0.02 0.01
C 4.28168 3.61456 -1.36033 0.00 0.02 0.01
C 3.28251 2.95570 -2.05202 -0.05 -0.02 -0.03
C 3.00602 1.60895 -1.80033 0.09 0.03 -0.05
S 1.81442 0.81138 -2.81300 -0.04 -0.06 0.07
H 5.33611 1.04888 0.57994 -0.01 0.00 0.00
H 5.82465 3.44455 0.13156 0.00 -0.01 0.00
H 4.46844 4.66321 -1.55831 0.00 0.00 -0.01
H 2.67333 3.47151 -2.78295 0.01 0.01 0.01
O -1.86243 2.37469 -3.67030 -0.08 0.00 -0.08
Se -1.36738 2.42760 -2.13756 0.31 0.10 0.12
O -0.02760 3.29419 -1.86452 -0.25 -0.22 -0.05
O -1.07512 0.75750 -1.73983 0.17 0.16 0.02
O -2.53772 2.73862 -1.03834 -0.06 -0.02 0.01
```
Forces are in eV/Å.

=====

No. 2
ORCA calculation (wB97M-V/def2-TZVPD) on a molecular structure, C37H28GeN5Pt.

Spin multiplicity = 3
<S²> = 2.03
HOMO-LUMO gap (spin up / spin down) = 5.0 / 7.1 eV
Total charge = -1

Geometry as XYZ:
```
72
Properties=species:S:1:pos:R:3:forces:R:3
Pt 0.36130 -1.64057 -0.59721 0.00 -0.03 0.00
C 1.46311 -4.75443 2.09841 -0.03 -0.02 0.00
C 0.29645 -5.51654 2.31538 0.02 0.02 0.00
C -0.82700 -5.19725 1.62611 0.00 -0.01 -0.02
C -0.85681 -4.11746 0.68220 -0.02 0.02 0.05
N 0.25217 -3.30996 0.59455 0.00 0.02 -0.01
C 1.37660 -3.68782 1.25258 0.04 0.01 0.00
N -1.97723 -4.01706 -0.02423 -0.01 -0.02 -0.02
C -2.17893 -3.18167 -1.04202 -0.01 0.02 0.00
N -1.32031 -2.25418 -1.55377 0.02 -0.02 -0.02
C -1.94020 -1.52805 -2.52500 0.01 0.05 0.00
N -1.47244 -0.48152 -3.20084 -0.04 -0.02 0.01
C -0.28886 0.09722 -3.01491 0.00 -0.03 0.01
C 0.02889 1.14005 -3.94529 0.00 -0.01 -0.01
C 1.22811 1.77512 -3.93370 0.01 0.00 0.00
C 2.18676 1.39320 -2.97460 -0.02 0.00 -0.02
C 1.83963 0.41875 -2.08538 -0.01 0.01 0.00
N 0.63404 -0.20375 -2.04495 0.01 0.00 0.00
C -3.26738 -2.06079 -2.70674 0.00 0.02 -0.02
C -4.31145 -1.71403 -3.56449 0.00 0.00 0.00
C -5.49240 -2.42217 -3.47223 0.00 -0.01 0.01
C -5.64368 -3.46538 -2.53458 0.01 0.01 0.00
C -4.61624 -3.80964 -1.68022 -0.01 0.00 -0.01
C -3.41815 -3.09975 -1.77164 0.02 -0.01 0.02
H 2.40241 -4.98304 2.58041 0.00 0.00 0.00
H 0.29880 -6.35167 3.00575 0.00 0.00 0.00
H -1.74506 -5.75892 1.72239 0.00 0.00 0.00
H 2.24403 -3.07725 1.05695 -0.03 -0.03 -0.01
H -0.74432 1.37582 -4.66242 0.00 0.00 0.00
H 1.44329 2.55624 -4.65356 0.00 0.00 0.00
H 3.16503 1.84883 -2.91364 0.00 0.00 0.00
H 2.53689 0.08422 -1.33405 0.01 0.00 0.01
H -4.18560 -0.90737 -4.27571 0.00 0.00 0.00
H -6.32060 -2.17566 -4.12607 0.00 0.00 0.00
H -6.58520 -3.99977 -2.48673 0.00 0.00 0.00
H -4.72404 -4.60439 -0.95287 0.00 0.00 0.00
C 1.58689 -0.72180 0.68423 0.02 -0.07 0.05
Ge 1.30098 1.13513 1.09231 -0.05 0.01 0.04
C 2.79974 2.32428 0.61929 0.03 -0.01 0.00
C 2.66135 3.71197 0.62320 0.03 0.00 0.02
C 3.73053 4.54046 0.30803 -0.02 0.00 0.00
C 4.96489 3.99130 -0.01099 0.01 0.00 -0.01
C 5.12339 2.61247 -0.01000 0.00 0.00 0.00
C 4.04779 1.79094 0.30264 0.00 0.02 -0.03
C -0.32385 1.82100 0.24397 0.01 0.04 -0.06
C -1.54270 1.24127 0.59995 -0.01 -0.02 -0.02
C -2.71394 1.57311 -0.06441 0.00 -0.01 0.01
C -2.68545 2.50111 -1.09704 0.01 0.01 -0.01
C -1.48480 3.09381 -1.45572 0.00 0.00 0.00
C -0.31272 2.75232 -0.79072 -0.01 0.01 0.05
C 1.04295 1.38512 3.03216 -0.02 0.04 0.00
C 1.65856 0.55302 3.96565 0.01 0.00 0.00
C 1.49648 0.75890 5.32969 0.01 0.00 -0.01
C 0.70889 1.80666 5.78547 -0.01 0.01 0.00
C 0.08321 2.64232 4.87074 0.00 -0.01 0.01
C 0.25010 2.42931 3.50869 -0.01 -0.01 0.00
H 2.01331 -1.25212 1.53921 0.03 0.05 -0.04
H 1.70334 4.15675 0.87163 0.00 0.00 0.01
H 3.60021 5.61619 0.31073 0.00 0.00 0.00
H 5.79962 4.63552 -0.25941 0.00 0.00 0.00
H 6.08469 2.17679 -0.25565 0.00 0.00 0.00
H 4.17655 0.71271 0.29239 0.00 0.00 0.00
H -1.57252 0.49295 1.38562 0.00 0.00 -0.01
H -3.64438 1.08897 0.20553 0.00 0.00 0.00
H -3.59416 2.74415 -1.63373 0.00 0.00 0.00
H -1.45141 3.80202 -2.27501 0.00 0.00 0.00
H 0.62460 3.19218 -1.11181 0.00 0.00 -0.01
H 2.26865 -0.27706 3.62654 0.00 0.00 0.00
H 1.98104 0.09701 6.03760 0.00 0.00 0.00
H 0.57715 1.96689 6.84874 0.00 0.00 0.00
H -0.54086 3.45692 5.21882 0.00 0.00 0.00
H -0.25973 3.07808 2.80380 0.00 0.00 0.00
```
Forces are in eV/Å.

=====

No. 3
ORCA calculation (wB97M-V/def2-TZVPD) on a molecular structure, C37H28N7OS2V.

Spin multiplicity = 3
<S²> = 2.02
HOMO-LUMO gap (spin up / spin down) = 6.7 / 6.6 eV

Geometry as XYZ:
```
76
Properties=species:S:1:pos:R:3:forces:R:3
V 2.47189 -0.66025 -0.44135 -0.15 0.34 0.34
S 4.36582 0.02781 -1.69410 -0.57 0.35 -0.17
C 5.18904 -1.49370 -1.82761 0.72 0.80 0.52
C 6.60578 -1.43799 -1.91651 -1.85 -2.23 -0.15
C 7.28876 -2.64091 -2.03619 0.34 0.42 0.26
C 8.70846 -2.56476 -1.87379 2.05 0.22 -0.57
N 9.85807 -2.40294 -1.79593 -1.65 -0.32 0.07
C 6.61844 -3.87484 -2.13948 -0.08 -0.02 0.34
C 5.24331 -3.88200 -1.90032 0.23 -0.68 0.16
C 4.51999 -2.71063 -1.65746 -0.27 -0.65 -0.81
S 2.76396 -2.83321 -1.34886 0.89 0.23 0.04
C 7.40379 -5.08061 -2.35868 -0.73 1.08 0.45
N 8.10172 -5.97936 -2.48529 0.20 -0.52 -0.17
H 7.10515 -0.51745 -1.84099 0.59 0.98 0.01
H 4.73088 -4.84115 -1.81072 0.10 0.25 -0.25
C 3.78624 -2.40608 2.00614 -1.21 0.79 0.39
N 3.59876 -1.01464 1.47490 -0.49 -0.74 -0.38
C 4.99479 -0.46185 1.38289 -2.00 2.20 -0.04
C 2.80970 -0.26057 2.51818 -0.18 -0.33 0.20
C 2.43117 1.16552 2.03474 -0.06 -1.85 0.20
C 2.21040 2.21879 2.92109 -0.03 0.83 -0.73
C 1.85578 3.47166 2.33464 0.56 -1.53 2.07
C 1.81055 3.57239 0.97471 -0.27 1.61 -0.34
C 2.00903 2.51311 0.14673 0.29 -1.46 -1.17
C 2.25786 1.23655 0.62910 0.50 -0.24 0.74
H 4.38632 -2.27451 2.88135 0.66 -0.23 0.80
H 4.32306 -2.99530 1.29353 0.03 -0.49 -0.46
H 2.83904 -2.88108 2.37829 0.90 0.50 -0.77
H 5.15946 -0.31703 2.43982 1.46 0.03 0.29
H 4.89920 0.55157 0.89506 0.35 -1.12 0.60
H 5.68946 -1.06350 0.81361 -0.05 -0.34 0.21
H 3.41622 -0.25833 3.46336 -0.50 0.11 -0.54
H 1.91285 -0.94247 2.69403 0.88 1.20 -0.02
H 2.34559 2.13790 4.02107 -0.15 -0.08 -0.93
H 1.69549 4.27569 3.04336 -0.08 0.30 -0.45
H 1.63916 4.51193 0.47920 -0.16 0.51 0.20
H 1.99453 2.65182 -0.94556 -0.03 0.34 0.76
C -10.75805 3.26925 -0.15106 0.25 -0.09 -2.80
O -10.26681 1.91722 -0.08098 -3.62 0.93 0.17
C -9.01895 1.63163 -0.15035 4.36 1.27 -0.40
C -8.60006 0.36104 0.17541 1.48 -2.05 0.22
C -7.19668 0.04809 0.19562 -1.27 -0.35 0.74
C -6.22867 1.00094 -0.04747 -1.27 0.13 -0.57
C -6.68626 2.26311 -0.43995 2.02 1.61 0.33
C -7.99061 2.63779 -0.49712 -2.31 -2.17 0.66
C -4.82054 0.67791 -0.06082 1.16 0.13 -0.05
N -4.26311 -0.32560 0.57283 1.03 -0.37 -0.94
C -2.92504 -0.34527 0.12625 -1.08 2.02 -0.04
C -2.66934 0.73867 -0.70661 -1.22 0.47 0.40
N -3.91041 1.39821 -0.83025 1.11 -1.56 0.74
C -1.37468 1.08222 -1.22768 -0.44 -1.23 0.00
C -1.10437 2.08517 -2.14298 -1.84 0.59 -0.13
C 0.11605 2.19737 -2.69046 0.52 1.35 -1.81
C 1.11098 1.28027 -2.39635 -0.13 -0.17 0.07
N 0.88354 0.32075 -1.53768 0.31 -0.94 0.95
C -0.31590 0.20053 -0.93383 -0.80 0.74 0.29
C -0.50673 -0.81202 0.07869 -1.83 0.98 -0.67
N 0.59535 -1.46008 0.41430 1.03 -1.51 0.71
C 0.50546 -2.51109 1.22126 -2.31 -0.86 -0.09
C -0.76522 -2.89761 1.80160 1.64 1.05 -1.32
C -1.88868 -2.20077 1.46369 -1.02 1.43 -0.10
C -1.82956 -1.09509 0.57242 2.64 -1.80 0.48
H -11.84455 3.20323 -0.36710 0.76 -0.09 0.37
H -10.28535 3.80796 -1.06502 -0.84 -0.75 1.58
H -10.56783 3.81062 0.75117 0.23 0.27 0.59
H -9.29846 -0.48700 0.41932 0.57 1.31 -0.27
H -6.85833 -0.94701 0.52228 -0.36 0.43 -0.34
H -5.87276 3.03629 -0.53276 -1.14 -0.54 -0.27
H -8.38714 3.59805 -0.76009 0.62 0.43 -0.03
H -4.06481 2.27034 -1.28073 -0.22 0.32 -0.35
H -1.91634 2.74400 -2.49344 0.50 -0.24 0.34
H 0.22716 3.00685 -3.42924 0.47 -0.58 0.40
H 2.11533 1.29385 -2.76960 0.27 0.22 -0.49
H 1.30849 -3.24326 1.24448 0.24 0.66 0.24
H -0.79129 -3.75235 2.42155 -0.09 -0.71 0.59
H -2.89560 -2.34377 1.85774 0.37 -0.63 0.15
```
Forces are in eV/Å.

=====

Number 1: F_max 0.35 eV/Å, E -170038.515 eV. Number 2: F_max 0.09 eV/Å, E -106038.547 eV. Number 3: F_max 4.55 eV/Å, E -98660.298 eV.